The following is a DFT calculation (ωB97M-V/def2-TZVPD) of a molecular structure, C42H41NO4P2Re.

Highest occupied orbital energy (spin up / spin down) = -13.7 / -13.9 eV
Kohn-Sham gap (spin up / spin down) = 7.09 / 4.68 eV
ΔE to the lowest compared entry with this formula, charge and spin = 85.3 kcal per mole

```
! wB97M-V def2-TZVPD RIJCOSX def2/J DEFGRID3
* xyz 2 4
Re -2.93 2.62 -3.10
C 0.94 0.65 -2.85
C 0.88 1.22 -4.07
C 0.25 0.58 -5.22
C -1.14 -0.12 -5.12
C -2.16 0.08 -4.05
C -2.12 -0.58 -2.87
C -0.93 -1.31 -2.47
C 0.56 -0.72 -2.51
C -4.00 2.70 -1.39
H 1.20 1.30 -1.99
H 1.00 2.31 -4.14
H 0.92 -0.16 -5.68
H 0.11 1.37 -5.95
H -1.66 0.10 -6.07
H -0.98 -1.20 -5.16
H -3.18 0.20 -4.47
H -3.01 -0.60 -2.24
H -0.93 -2.17 -3.14
H -1.12 -1.69 -1.46
H 0.90 -0.88 -1.47
H 1.08 -1.44 -3.16
H -3.37 2.92 -0.50
H -4.32 1.64 -1.36
H -4.81 3.44 -1.55
P -1.81 4.20 -4.03
P -4.65 2.64 -4.31
C -2.13 2.80 -5.35
C -3.42 2.33 -5.62
C -2.29 5.64 -5.02
C -2.48 5.55 -6.41
C -2.79 6.70 -7.12
C -2.92 7.90 -6.41
C -2.71 7.99 -5.03
C -2.41 6.85 -4.30
C -0.12 4.55 -3.55
C 0.35 4.21 -2.28
C 1.64 4.53 -1.92
C 2.50 5.06 -2.87
C 2.06 5.32 -4.17
C 0.74 5.01 -4.54
C -5.97 3.60 -5.07
C -5.78 4.96 -5.40
C -6.75 5.69 -6.09
C -7.96 5.07 -6.46
C -8.16 3.72 -6.16
C -7.18 2.99 -5.48
C -5.52 1.08 -3.85
C -6.18 1.02 -2.62
C -6.72 -0.18 -2.19
C -6.70 -1.29 -3.03
C -6.15 -1.17 -4.30
C -5.56 0.01 -4.74
H -1.40 2.86 -6.15
H -3.90 1.94 -6.52
H -2.39 4.57 -6.92
H -2.94 6.61 -8.19
H -3.19 8.78 -6.96
H -2.78 8.92 -4.49
H -2.23 6.83 -3.21
H -0.34 3.71 -1.59
H 2.00 4.36 -0.90
H 3.55 5.24 -2.64
H 2.73 5.75 -4.93
H 0.37 5.17 -5.55
H -4.84 5.45 -5.12
H -6.58 6.74 -6.37
H -8.75 5.65 -6.95
H -9.10 3.23 -6.45
H -7.35 1.93 -5.29
H -6.22 1.90 -1.98
H -7.15 -0.23 -1.19
H -7.13 -2.23 -2.68
H -6.17 -2.02 -4.97
H -5.15 0.11 -5.75
O -1.19 1.58 -1.07
C -1.57 0.73 -0.20
O -2.74 0.32 -0.05
C -0.62 0.04 0.88
C -1.05 -1.08 1.65
C -0.21 -1.67 2.63
C 1.05 -1.10 2.93
C 1.45 0.05 2.22
C 0.62 0.62 1.24
N 1.98 -1.69 3.84
O 1.69 -2.75 4.44
O 3.11 -1.14 3.98
H -2.05 -1.51 1.53
H -0.48 -2.58 3.18
H 2.44 0.47 2.45
H 0.91 1.55 0.77
*
```

Charges in e, computed with Löwdin, in the same order as the atoms: Re 1.00; C -0.11; C -0.10; C -0.18; C -0.17; C -0.19; C -0.10; C -0.15; C -0.13; C -0.29; H 0.10; H 0.09; H 0.13; H 0.08; H 0.11; H 0.12; H 0.06; H 0.11; H 0.13; H 0.11; H 0.11; H 0.13; H 0.04; H 0.01; H 0.03; P 0.90; P 0.84; C -0.29; C -0.25; C -0.38; C -0.10; C -0.05; C -0.04; C -0.05; C -0.08; C -0.39; C -0.10; C -0.05; C -0.03; C -0.04; C -0.08; C -0.31; C -0.07; C -0.05; C -0.04; C -0.05; C -0.06; C -0.37; C -0.11; C -0.05; C -0.04; C -0.05; C -0.11; H 0.09; H 0.12; H 0.10; H 0.12; H 0.11; H 0.12; H 0.13; H 0.08; H 0.12; H 0.12; H 0.13; H 0.12; H 0.08; H 0.12; H 0.12; H 0.12; H 0.10; H 0.10; H 0.12; H 0.12; H 0.12; H 0.12; O -0.02; C -0.48; O 0.25; C -0.08; C 0.01; C 0.05; C -0.12; C 0.04; C 0.00; N -0.30; O 0.10; O 0.08; H 0.12; H 0.13; H 0.13; H 0.12